18
Properties=species:S:1:pos:R:3 method="wB97M-V/def2-TZVPD" gap_ev=8.67 relative_energy_kcal_mol=184.0 charge=0 e_lumo_ev=-0.370
C -0.848 -2.793 -1.217
C -0.077 -1.919 -0.917
C -0.253 0.007 1.783
C -1.078 1.020 1.219
C 0.461 -0.992 1.116
C -0.992 1.374 -0.049
C 0.664 -0.853 -0.363
C 0.063 0.966 -0.901
N 1.407 1.589 -0.874
O 2.155 1.571 -1.845
O 1.619 2.198 0.158
H -1.554 -3.575 -1.343
H -0.302 -0.058 2.878
H -1.858 1.307 1.780
H 0.872 -1.877 1.584
H -1.834 1.852 -0.535
H 1.737 -0.632 -0.545
H -0.184 0.816 -1.929

19
Properties=species:S:1:pos:R:3 method="wB97M-V/def2-TZVPD" gap_ev=8.24 relative_energy_kcal_mol=74.4 charge=0 smiles="O=[N+]([O-])/C=C/c1ccccc1O" e_lumo_ev=-0.946
O 3.822 1.079 0.564
N 3.582 0.023 0.048
O 4.496 -0.697 -0.378
C 2.243 -0.453 -0.174
C 1.204 0.342 0.068
C -0.183 0.035 -0.070
C -0.636 -1.316 0.046
C -1.983 -1.575 0.070
C -2.870 -0.472 0.106
C -2.476 0.831 0.001
C -1.079 1.084 -0.083
O -0.713 2.391 -0.245
H 2.148 -1.433 -0.581
H 1.465 1.401 0.318
H 0.115 -2.074 0.225
H -2.288 -2.651 0.250
H -3.959 -0.662 0.281
H -3.114 1.718 -0.066
H 0.228 2.431 -0.380

20
Properties=species:S:1:pos:R:3 method="wB97M-V/def2-TZVPD" gap_ev="7.54 / 7.54" relative_energy_kcal_mol=11.2 charge=0 e_lumo_ev="-0.590 / -0.590"
C 3.298 0.169 0.250
C 2.878 -0.973 -0.529
C 2.308 0.828 1.038
C 1.575 -1.265 -0.631
C 0.926 0.558 0.821
C 0.556 -0.515 -0.024
C -0.867 -0.782 -0.213
C -2.509 0.740 -0.223
N -3.433 1.372 0.415
O -1.778 -0.151 0.598
O -3.085 -1.729 -0.959
O -2.036 0.933 -1.281
S -1.661 -1.858 -1.245
H 4.411 0.357 0.388
H 3.631 -1.509 -1.202
H 2.530 1.629 1.710
H 1.230 -2.028 -1.192
H 0.120 1.306 1.231
H -3.970 1.002 1.163
H -4.125 1.917 -0.114

21
Properties=species:S:1:pos:R:3 method="wB97M-V/def2-TZVPD" gap_ev="8.67 / 8.87" charge=+3 e_lumo_ev="-13.753 / -13.545" multiplicity=3
Pr 0.477 -0.378 0.179
C -1.424 -0.039 1.905
O -2.260 -0.096 2.698
C -0.439 -2.403 1.559
O -1.038 -3.117 2.235
C 1.774 -0.327 2.425
O 2.307 -0.236 3.437
C -1.730 -1.463 -0.592
O -2.761 -1.928 -0.811
C 2.302 -1.367 -1.876
H 1.683 -1.070 -2.736
H 3.113 -0.675 -1.604
C 2.063 -2.501 -1.174
H 2.696 -2.809 -0.319
H 1.211 -3.166 -1.394
C -1.554 4.030 -0.739
C -0.899 2.778 -0.495
N -0.377 1.752 -0.299
H -2.070 3.977 -1.713
H -0.797 4.827 -0.755
H -2.276 4.212 0.069

18
Properties=species:S:1:pos:R:3 method="wB97M-V/def2-TZVPD" gap_ev=9.50 relative_energy_kcal_mol=25.4 charge=0 smiles="O=CP(C=O)c1ccccc1" e_lumo_ev=-0.018
O 1.755 -2.283 -0.580
C 2.409 -1.351 -0.205
P 1.817 -0.078 0.946
C 2.448 1.229 -0.109
O 1.814 2.164 -0.513
C -0.034 -0.135 0.532
C -0.371 0.241 -0.763
C -1.732 0.240 -1.142
C -2.683 0.027 -0.164
C -2.304 -0.188 1.135
C -0.960 -0.361 1.515
H 3.442 -1.245 -0.602
H 3.576 1.361 -0.401
H 0.502 0.506 -1.268
H -2.165 0.501 -2.052
H -3.762 0.092 -0.524
H -3.207 -0.238 1.733
H -0.547 -0.481 2.461

16
Properties=species:S:1:pos:R:3 method="wB97M-V/def2-TZVPD" gap_ev=9.02 relative_energy_kcal_mol=50.3 charge=0 smiles="C#CC1=CCCC=C1" e_lumo_ev=0.688
C -1.158 3.053 1.443
C -0.745 2.055 0.882
C -0.355 0.830 0.269
C 0.693 0.802 -0.558
C 1.073 -0.464 -1.262
C 0.763 -1.705 -0.312
C -0.597 -1.603 0.352
C -1.064 -0.389 0.626
H -1.492 3.974 1.885
H 1.128 1.716 -0.930
H 0.529 -0.582 -2.214
H 2.114 -0.371 -1.529
H 0.767 -2.639 -0.892
H 1.544 -1.845 0.448
H -1.190 -2.480 0.622
H -2.008 -0.351 1.169

16
Properties=species:S:1:pos:R:3 method="wB97M-V/def2-TZVPD" gap_ev=9.54 relative_energy_kcal_mol=8.4 charge=0 smiles="C=Cc1ccccc1" e_lumo_ev=0.877
C 2.088 -1.877 0.005
C 1.834 -0.575 0.106
C 0.470 0.017 0.145
C 0.336 1.373 -0.228
C -0.947 1.859 -0.470
C -2.056 1.107 -0.136
C -1.934 -0.219 0.268
C -0.657 -0.751 0.387
H 3.109 -2.234 0.067
H 1.353 -2.596 -0.323
H 2.620 0.135 0.349
H 1.213 1.956 0.009
H -1.000 2.860 -0.872
H -3.021 1.494 -0.425
H -2.850 -0.759 0.459
H -0.559 -1.791 0.660

16
Properties=species:S:1:pos:R:3 method="wB97M-V/def2-TZVPD" gap_ev=10.20 relative_energy_kcal_mol=91.9 charge=0 smiles=c1ccccc1.C#C e_lumo_ev=0.983
C -1.046 -1.320 0.075
C 0.214 -0.762 0.051
C 0.338 0.604 -0.116
C -0.832 1.371 -0.185
C -2.075 0.770 0.052
C -2.179 -0.588 0.218
H -1.056 -2.360 -0.028
H 1.080 -1.399 -0.132
H 1.308 1.016 -0.082
H -0.691 2.433 -0.380
H -3.014 1.316 0.026
H -3.168 -0.965 0.334
C 2.561 -0.435 -0.360
C 3.001 0.332 0.480
H 2.262 -1.203 -0.999
H 3.299 1.190 1.047

138
Properties=species:S:1:pos:R:3 method="wB97M-V/def2-TZVPD" gap_ev=9.14 charge=0 e_lumo_ev=-0.318
C -2.232 0.361 -1.795
C -0.943 0.241 -1.519
C -0.091 -0.871 -1.996
C 0.103 -1.978 -0.941
Br -1.626 -2.714 -0.420
C 0.926 -1.573 0.278
C 0.160 -0.967 1.452
O -0.757 -1.521 -3.162
C 0.167 -1.898 -4.034
O -0.041 -2.406 -5.091
O 1.423 -1.614 -3.572
C 1.155 -0.424 -2.801
S 2.614 0.259 -2.054
H -2.709 -0.226 -2.569
H -2.823 1.043 -1.202
H -0.445 0.980 -0.900
H 0.610 -2.805 -1.434
H 1.429 -2.466 0.636
H 1.704 -0.875 -0.009
H 0.868 -0.622 2.205
H -0.485 -1.695 1.930
H -0.440 -0.109 1.148
H 0.762 0.314 -3.500
H 2.097 1.438 -1.717
O 0.766 2.554 -3.519
H 1.407 3.103 -3.991
H -0.021 2.614 -4.076
O -1.910 -6.096 1.198
H -2.127 -6.539 0.372
H -1.383 -5.336 0.926
O 3.784 -3.400 -2.704
H 4.666 -3.244 -3.053
H 3.285 -2.610 -2.944
O -2.693 -1.482 2.987
H -3.329 -1.281 3.681
H -3.226 -1.808 2.256
O -5.400 -0.142 2.835
H -5.393 0.821 2.885
H -5.753 -0.353 1.960
O -5.081 -0.261 -0.088
H -4.177 -0.130 -0.391
H -5.596 0.432 -0.511
O 1.218 -4.914 -2.885
H 2.110 -4.612 -3.105
H 0.632 -4.234 -3.231
O 1.815 -4.221 2.307
H 2.021 -5.136 2.081
H 2.593 -3.928 2.788
O -2.685 2.843 0.134
H -1.827 3.038 -0.266
H -3.236 3.599 -0.111
O -5.193 -1.442 5.566
H -5.909 -1.026 6.064
H -5.355 -1.149 4.662
O -4.756 4.296 1.940
H -4.096 3.595 1.879
H -4.723 4.573 2.862
O -0.397 3.693 1.741
H -1.313 3.420 1.617
H -0.138 3.241 2.554
O -8.230 0.426 3.479
H -8.112 1.083 4.181
H -7.317 0.165 3.293
O 3.936 -5.989 2.133
H 4.181 -6.928 2.083
H 4.485 -5.558 1.468
O -0.666 1.420 3.718
H -1.560 1.097 3.560
H -0.390 0.972 4.523
O 6.347 -6.328 3.766
H 5.392 -6.206 3.838
H 6.635 -6.550 4.661
O 9.310 -6.204 2.798
H 9.171 -5.967 1.875
H 8.458 -6.544 3.095
O 5.768 1.847 -1.612
H 5.680 2.366 -2.417
H 4.891 1.477 -1.468
O 2.725 -0.058 3.357
H 3.030 -0.560 4.121
H 3.080 0.826 3.492
O 1.793 4.823 -5.071
H 2.677 4.980 -5.436
H 1.292 5.606 -5.314
O 7.524 -3.719 3.486
H 7.703 -4.646 3.279
H 8.308 -3.423 3.959
O -1.901 1.988 -4.679
H -2.822 1.777 -4.880
H -1.722 1.468 -3.885
O -5.355 1.422 6.854
H -4.797 0.674 7.095
H -5.502 1.903 7.673
O 4.921 -8.693 3.059
H 5.084 -9.616 2.847
H 5.706 -8.394 3.533
O 0.461 7.003 -3.641
H -0.470 7.182 -3.482
H 0.783 6.561 -2.849
O -4.777 2.349 -4.070
H -5.350 2.501 -3.312
H -5.148 2.894 -4.781
O -7.284 3.200 4.144
H -7.896 3.617 4.759
H -7.589 3.472 3.272
O -6.105 2.746 -6.685
H -6.241 3.245 -7.496
H -6.971 2.391 -6.464
O -8.360 -0.609 6.314
H -8.478 -0.430 5.371
H -9.214 -0.927 6.619
O 5.126 -4.654 5.809
H 5.785 -4.203 5.256
H 4.352 -4.739 5.240
O 2.283 7.603 -5.890
H 3.081 8.057 -5.595
H 1.668 7.694 -5.147
O 3.524 9.920 -7.317
H 3.409 10.473 -8.094
H 2.656 9.535 -7.143
O -1.180 0.164 -6.962
H -0.815 -0.602 -6.503
H -0.783 0.931 -6.535
O 5.813 -5.667 8.538
H 5.235 -5.321 9.224
H 5.438 -5.352 7.706
O 3.841 -1.691 6.779
H 3.997 -2.631 6.630
H 4.629 -1.387 7.239
O -4.865 5.502 -3.245
H -4.655 4.610 -3.541
H -4.310 6.073 -3.785
O 1.817 1.934 -6.453
H 1.810 2.862 -6.186
H 1.261 1.890 -7.238
O 4.375 4.983 -6.484
H 4.533 4.056 -6.690
H 4.885 5.477 -7.131

42
Properties=species:S:1:pos:R:3 method="wB97M-V/def2-TZVPD" gap_ev="9.55 / 5.68" relative_energy_kcal_mol=41.7 charge=+1 e_lumo_ev="-4.257 / -7.878" multiplicity=2
Sc 0.938 -0.029 0.031
B -1.058 2.716 1.143
N -0.843 2.525 -0.330
C -1.545 3.170 -1.291
C -1.135 2.719 -2.521
C -0.146 1.760 -2.232
N 0.018 1.665 -0.909
N -0.121 2.006 2.070
C -0.261 2.014 3.418
C 0.790 1.331 3.977
C 1.556 0.905 2.877
N 0.990 1.314 1.734
H -2.188 2.423 1.424
H -1.066 3.886 1.400
H -2.285 3.909 -1.047
H -1.477 3.025 -3.489
H 0.448 1.164 -2.918
H -1.098 2.489 3.892
H 1.000 1.167 5.014
H 2.506 0.389 2.894
F 2.511 0.484 -1.019
As 3.770 -0.850 -0.327
F 2.826 -1.898 -1.315
F 4.939 -0.463 -1.492
F 4.659 -2.028 0.514
F 4.158 0.433 0.795
F 2.249 -1.130 0.941
F -1.010 -3.894 1.544
C -0.253 -2.925 1.104
F 0.811 -3.373 0.468
F 0.213 -2.223 2.165
S -1.083 -1.617 0.029
O -0.049 -1.363 -0.996
O -0.947 -0.443 0.909
N -2.530 -1.790 -0.446
S -2.459 -2.996 -1.550
O -1.258 -3.684 -1.167
O -3.666 -3.683 -1.768
C -2.052 -1.987 -3.106
F -1.876 -0.696 -2.760
F -3.040 -2.030 -3.978
F -0.939 -2.395 -3.684

Number 1: largest force on an atom 5.2 eV Å⁻¹, E -13986.881 eV. Number 2: largest force on an atom 2.7 eV Å⁻¹, E -16038.383 eV. Number 3: largest force on an atom 4.9 eV Å⁻¹, E -26875.384 eV. Number 4: largest force on an atom 6.2 eV Å⁻¹, E -32125.426 eV. Number 5: largest force on an atom 3.3 eV Å⁻¹, E -21790.682 eV. Number 6: largest force on an atom 2.2 eV Å⁻¹, E -8422.840 eV. Number 7: largest force on an atom 2.2 eV Å⁻¹, E -8424.656 eV. Number 8: largest force on an atom 5.3 eV Å⁻¹, E -8421.035 eV. Number 9: largest force on an atom 1.0 eV Å⁻¹, E -174534.732 eV. Number 10: largest force on an atom 2.5 eV Å⁻¹, E -160558.698 eV.